Record 1
Entry from the OMol25 dataset: a structure of composition C20H59Cu3NO13P in a non-equilibrium geometry (the ωB97M-V functional and the def2-TZVPD basis).

The geometry in XYZ format:
```
97
C20H59Cu3NO13P | the OMol25 dataset | the ωB97M-V functional and the def2-TZVPD basis
Cu 0.27368 -0.69434 1.68434
Cu -0.23458 -0.32979 -2.88543
Cu -3.07092 -2.29530 -0.71973
P -1.07979 -0.49880 -0.45176
O -1.79235 -1.02762 0.82313
O -0.34446 0.79154 -0.05196
O -2.04274 -0.42803 -1.64203
O -0.04008 -1.59376 -0.86038
C -2.07097 -3.59769 3.27305
C -3.33318 -3.83266 2.44551
O -3.56471 -2.73941 1.56183
H -2.02535 -4.42115 3.98758
H -1.91689 -2.63199 3.75430
H -1.23752 -3.65693 2.56253
H -4.20163 -3.95670 3.09025
H -3.13906 -4.74557 1.88304
H -2.83620 -2.08682 1.59669
C -0.82796 4.25850 -1.63721
C -0.99589 2.99581 -2.46851
O 0.19224 2.19414 -2.30246
H 0.05866 4.76123 -2.02709
H -0.73320 4.13490 -0.55964
H -1.66478 4.94927 -1.78565
H -1.04089 3.31729 -3.50703
H -1.84996 2.38278 -2.18132
H 0.07550 1.70836 -1.45226
C -1.19321 3.59793 3.93673
C -1.23341 3.12312 2.49980
O -0.51703 1.88807 2.34452
H -1.47414 4.65218 3.90212
H -0.22547 3.46088 4.41118
H -1.95568 3.08066 4.52369
H -0.68470 3.87364 1.91793
H -2.23747 2.94270 2.10955
H -0.60758 1.60922 1.41111
C 3.56673 -1.69800 -3.01428
C 3.09466 -1.04605 -1.70995
O 2.50594 -2.04274 -0.88506
H 4.04806 -2.63584 -2.74330
H 4.29605 -1.06206 -3.51910
H 2.72818 -1.89468 -3.68187
H 2.37325 -0.23819 -1.89298
H 3.92933 -0.61985 -1.15184
H 1.50512 -1.92067 -0.87197
C 2.20923 -3.87983 3.72338
C 2.70527 -3.44594 2.35512
O 1.73894 -2.55444 1.77794
H 2.74394 -4.75901 4.07824
H 1.12892 -4.00876 3.64050
H 2.31948 -3.11638 4.49865
H 2.72323 -4.32512 1.69921
H 3.70438 -3.00131 2.36451
H 2.03255 -2.48048 0.84335
C -4.50444 3.20638 -0.89548
C -4.05007 1.89745 -0.23321
O -4.27962 0.76860 -1.05737
H -4.32873 3.13791 -1.97075
H -3.95353 4.03176 -0.43882
H -5.56000 3.45230 -0.76504
H -4.59860 1.84956 0.71224
H -2.97547 2.00942 -0.06210
H -3.38792 0.37534 -1.18583
C -0.95350 -6.31048 -0.07015
C -0.25697 -4.95090 -0.25894
O -1.17437 -3.99166 -0.77289
H -1.16753 -6.34459 0.99475
H -0.25475 -7.11881 -0.31192
H -1.74022 -6.53630 -0.78719
H 0.57739 -4.99826 -0.96511
H 0.15464 -4.69132 0.72056
H -0.68820 -3.13434 -0.80284
C -3.01040 -0.22291 -6.42267
C -3.33568 -0.11446 -4.97641
O -2.12742 -0.09893 -4.22991
H -2.36025 -1.08215 -6.62822
H -2.43603 0.60590 -6.83946
H -3.87525 -0.43471 -7.05368
H -3.93983 -0.96129 -4.62571
H -3.96247 0.75290 -4.74075
H -2.22288 -0.12501 -3.26147
C 3.84369 3.62853 -0.46245
C 3.32653 2.85570 0.76154
C 4.15817 3.11179 2.01802
O 5.41560 2.54710 1.76531
C 6.33502 2.86230 2.77007
N 1.91142 3.14523 0.93407
H 3.91181 4.69979 -0.26107
H 3.05618 3.47702 -1.20428
H 4.80202 3.29035 -0.84821
H 3.40832 1.79118 0.49475
H 3.68569 2.64243 2.89575
H 4.13767 4.18684 2.24245
H 6.46959 3.93235 2.95561
H 7.29678 2.36744 2.64246
H 6.02226 2.47341 3.75520
H 1.53547 2.52453 1.64535
H 1.31431 3.03634 0.12683
```

Properties
E_HOMO, Ha: -0.31773
Calculated total energy, eV: -193013.3403
Maximum force, eV Å⁻¹: 3.0
Relative energy (zero: lowest compared OMol25 entry of this formula, charge and spin), kJ/mol: 0.0



Record 2
Entry from the OMol25 dataset: a cluster of 7 separate species, C20H59N5O7 in total in a non-equilibrium geometry (the ωB97M-V functional and the def2-TZVPD basis).

The geometry in XYZ format:
```
91
C20H59N5O7 | the OMol25 dataset | the ωB97M-V functional and the def2-TZVPD basis
C -6.85253 -17.39254 -7.19773
O -6.84786 -18.69183 -7.74309
C -7.80618 -19.53033 -7.11023
C -7.42572 -20.96214 -7.48017
C -8.60457 -21.94235 -7.54242
N -6.40302 -21.49507 -6.53252
H -6.23251 -16.71169 -7.78128
H -6.38306 -17.47226 -6.21154
H -7.80766 -16.86173 -7.12322
H -7.83082 -19.40837 -6.02071
H -8.78551 -19.22146 -7.49040
H -6.98314 -20.81744 -8.46757
H -8.33303 -22.85556 -8.07855
H -9.39600 -21.49724 -8.15162
H -8.85179 -22.25927 -6.53060
H -6.82782 -21.51262 -5.60504
H -6.37079 -22.49338 -6.73446
C -6.57802 -16.78303 -12.14520
O -5.39000 -16.02341 -11.90942
C -5.15028 -15.87830 -10.50621
C -3.72591 -15.31064 -10.39380
C -3.27691 -15.15581 -8.93680
N -3.59571 -14.01148 -11.08179
H -6.82032 -17.58172 -11.44126
H -6.45868 -17.28333 -13.10641
H -7.38830 -16.04820 -12.17052
H -5.91340 -15.15748 -10.18142
H -5.22079 -16.75704 -9.86121
H -3.05551 -16.05847 -10.82169
H -3.75305 -15.83172 -8.21257
H -3.50233 -14.18790 -8.48195
H -2.23430 -15.41911 -8.75231
H -3.78339 -13.27140 -10.41222
H -4.40817 -13.98681 -11.68888
C -5.94069 -12.68357 -12.97638
O -5.05949 -11.70480 -12.41710
C -5.71582 -10.62784 -11.83926
C -4.76601 -9.76497 -11.00361
C -4.15604 -10.42885 -9.75958
N -5.32945 -8.43706 -10.70665
H -6.39067 -13.21790 -12.13176
H -5.38550 -13.38944 -13.58462
H -6.76294 -12.17021 -13.47994
H -6.08831 -9.94368 -12.61611
H -6.58819 -10.80347 -11.19068
H -3.87621 -9.66287 -11.64256
H -4.95584 -10.86424 -9.15229
H -3.61697 -9.64534 -9.23175
H -3.48198 -11.23865 -10.03872
H -6.10127 -8.26888 -11.34775
H -4.64524 -7.73964 -10.97817
C -0.34867 -13.82896 -11.34846
O 0.73909 -13.79982 -12.26873
C 1.07492 -12.52163 -12.79399
C 1.83390 -12.80890 -14.08479
C 3.17451 -13.49416 -13.79881
N 2.12448 -11.47547 -14.68480
H -1.27673 -13.97457 -11.90662
H -0.35016 -12.85644 -10.85676
H -0.36462 -14.72114 -10.72337
H 0.21049 -11.87674 -12.97266
H 1.71710 -12.04815 -12.04084
H 1.25905 -13.42589 -14.77354
H 3.76558 -13.57477 -14.71030
H 2.97046 -14.51169 -13.44886
H 3.69993 -12.92848 -13.02917
H 3.02308 -11.49720 -15.16417
H 2.42448 -10.86490 -13.91959
C -1.80399 -12.14617 -6.95157
O -2.00478 -13.29087 -6.17500
C -1.13825 -13.61715 -5.12390
C 0.31396 -13.86560 -5.55232
C 0.40111 -15.11157 -6.45756
N 1.22097 -13.97730 -4.45900
H -1.65145 -11.27323 -6.30289
H -2.73678 -11.99490 -7.49609
H -1.00474 -12.20449 -7.69633
H -1.06813 -12.68983 -4.53510
H -1.44418 -14.50872 -4.58198
H 0.58758 -13.02009 -6.21157
H -0.12419 -14.85413 -7.37919
H -0.04993 -15.96740 -5.94423
H 1.38162 -15.51088 -6.72425
H 2.20714 -13.94847 -4.68923
H 1.18338 -13.20405 -3.79384
O -2.38262 -11.69092 -13.73298
H -3.29188 -11.46850 -13.96011
H -2.45336 -12.54555 -13.28684
O -6.03150 -14.15604 -6.51268
H -5.12222 -13.96021 -6.77180
H -6.08117 -13.89301 -5.58729
```

Properties
E_HOMO, Ha: -0.32946
Calculated total energy, eV: -43475.4976
Maximum force, eV Å⁻¹: 2.4
Relative energy (zero: lowest compared OMol25 entry of this formula, charge and spin), kJ/mol: 206.8